Record 1
# C18H35NO8S4

5 unconnected molecules or ions with the total composition C18H35NO8S4 at a distorted geometry (ωB97M-V/def2-TZVPD, the Open Molecules 2025 dataset).

```
66
Properties=species:S:1:pos:R:3:forces:R:3:mulliken_charge:R:1
O 9.6940 12.7033 10.7416 -1.1624 -0.3957 -0.2613 -0.62
S 8.5608 12.1369 9.9866 1.5300 1.2027 0.5928 1.53
O 8.9490 11.1133 9.0363 -0.4785 -0.0768 -0.2367 -0.78
C 7.1678 11.5774 11.0331 2.2548 -1.9190 -0.3289 -1.00
C 6.0242 12.4613 10.6973 0.5714 1.8302 0.5736 -0.70
C 6.2393 13.0426 9.2880 -1.2796 0.0659 -0.8368 -0.85
C 7.6705 13.4779 9.2198 0.0660 0.4173 -0.8034 0.73
H 7.6438 11.4569 12.0298 -0.8429 0.3947 -0.3325 0.41
H 7.0451 10.5524 10.6260 -0.1773 0.4287 0.3637 0.41
H 5.1065 11.9670 10.7971 -1.3327 -0.8750 0.0174 0.53
H 5.9614 13.3350 11.4006 0.2148 -0.6262 -0.6284 0.23
H 5.4775 13.8439 9.2201 0.8382 -0.0268 -0.3238 0.35
H 6.0956 12.4028 8.3945 -0.4520 -0.3687 0.8731 0.33
H 7.7580 14.3482 9.8275 0.4590 0.5120 0.7956 -1.08
H 8.0876 13.7661 8.2359 -0.2589 -0.5971 0.4667 0.33
O 6.3169 15.9560 10.9597 1.0031 0.2467 -0.1598 -0.60
S 7.4530 16.7998 11.3386 -1.7134 -1.4488 1.1190 1.15
O 7.1286 17.9062 12.1948 0.3883 0.3809 0.3562 -0.75
C 8.7583 15.7581 12.0582 -0.1988 -0.2902 -0.4768 -0.49
C 10.0754 16.1955 11.3609 -0.7590 -0.7262 0.3084 -0.68
C 9.6731 16.6351 9.9331 -0.4078 -1.8441 -0.3496 -0.06
C 8.3445 17.3688 9.9670 -0.9968 0.3327 -1.8907 -0.78
H 8.4552 14.6689 11.9880 0.5857 1.3347 -0.1705 0.02
H 8.7777 16.0696 13.0793 -0.0904 -0.0851 0.8550 0.60
H 10.4617 17.0598 11.8621 0.1079 0.6179 0.5222 0.42
H 10.8262 15.3966 11.5681 -0.4640 0.4595 -1.0507 0.25
H 9.5406 15.7645 9.2484 0.2856 0.5871 0.6802 -0.41
H 10.3391 17.2937 9.4529 1.3305 0.5745 -0.4140 0.68
H 7.7055 17.0713 9.0748 0.8131 0.6119 0.9403 0.37
H 8.3716 18.4741 10.0489 0.2089 -0.6800 -0.0557 0.40
O 7.4730 8.2687 13.6452 -1.7972 -0.3454 0.3090 -0.70
S 8.8692 8.2393 13.4117 3.0217 0.2364 -0.9320 1.03
O 9.4738 9.4616 12.8912 -0.2313 -0.5861 0.1716 -0.52
C 9.7454 7.7134 14.9072 -0.5342 -0.3699 -0.5920 -0.73
C 9.9008 6.1759 14.7238 -0.1862 0.4935 -0.7091 -0.67
C 10.3251 5.9163 13.2674 -1.5951 0.7313 -1.1673 -0.47
C 9.3494 6.7548 12.3874 0.2210 1.2393 0.3432 -0.85
H 9.1174 8.0937 15.7119 0.0221 -0.4286 0.1998 0.44
H 10.7035 8.2355 14.9498 -0.0295 -0.1868 -0.2239 0.33
H 10.6957 5.8462 15.3364 0.6270 -0.5387 1.0091 0.39
H 9.0015 5.5907 14.9119 -0.1365 0.3338 0.3787 0.30
H 10.1983 4.8722 12.9000 0.5153 0.5908 0.7080 0.34
H 11.3022 6.3239 13.0841 0.6246 -0.2769 -0.0855 0.26
H 8.3856 6.2986 12.2811 -0.4566 -0.5771 -0.2873 0.49
H 9.7324 7.1124 11.4038 -0.1799 -0.2964 0.8618 0.38
O 11.3543 14.9803 5.5320 0.5316 0.2849 -0.8031 -0.69
S 10.8049 14.3076 6.6660 -0.7487 0.7341 -0.0226 1.04
O 9.6328 14.9026 7.2765 -0.2373 -0.3382 -0.2253 -0.65
C 10.5723 12.5706 6.2310 -0.8747 0.8625 -0.3948 -0.70
C 11.7310 11.8508 6.8890 1.2851 1.2417 -0.9568 0.08
C 12.8099 12.8926 7.4370 -1.8433 -0.9263 1.1947 -0.97
C 12.0459 14.1590 7.9117 -0.6319 -2.2597 -0.5320 -0.33
H 10.5218 12.5447 5.1389 0.2223 0.0981 0.1622 0.43
H 9.5677 12.2987 6.6123 0.6934 -0.1050 -0.0209 0.33
H 11.2311 11.4177 7.6921 -0.0834 -1.4377 1.6308 -0.37
H 12.2448 11.1388 6.2187 -0.5142 0.1543 0.4984 0.42
H 13.6033 12.9685 6.7548 0.7836 0.9665 -1.2253 0.40
H 13.2671 12.4307 8.2905 0.2042 -0.2745 0.6122 0.40
H 12.5601 15.0827 7.9544 0.6318 0.8272 0.0895 0.60
H 11.4527 13.9479 8.8202 0.5778 0.0684 -0.1072 0.04
C 11.6194 10.1585 10.8016 1.1434 -0.0763 -0.1895 -0.58
C 12.1309 8.9087 11.3176 -0.4253 -1.5047 -0.4711 0.19
N 12.4947 7.8663 11.6526 -0.0284 0.6830 0.0197 -0.50
H 12.4878 10.7883 10.8343 0.5033 0.7079 -0.8153 0.37
H 11.0346 10.5942 11.5426 -1.5095 0.5795 1.2200 0.26
H 11.0704 10.1622 9.8554 0.3923 -0.3428 0.2075 0.24
```
Positions in Å, forces in eV/Å.

Properties
SMILES	O=S1(=O)CCCC1.O=S1(=O)CCCC1.O=S1(=O)CCCC1.O=S1(=O)CCCC1.CC#N
orbital gap	10.897	eV
lowest unoccupied orbital energy	0.0196	Ha
M	521.75	g/mol


Record 2
# C18H35ORuSbTe

A molecular structure, C18H35ORuSbTe at a distorted geometry (ωB97M-V/def2-TZVPD, the Open Molecules 2025 dataset).

```
57
Properties=species:S:1:pos:R:3:forces:R:3:mulliken_charge:R:1
Ru -2.3587 0.2978 -0.4208 -0.9216 -0.8278 0.9072 -0.69
C -3.7045 0.5046 1.7989 -0.1572 0.0890 0.1049 -0.47
C -2.8218 1.5871 1.9375 0.0960 0.0151 0.0340 -0.31
C -3.1046 2.5211 0.9084 -0.1527 0.0846 0.0924 -0.43
C -4.1960 2.0337 0.1624 0.0469 -0.0151 0.1293 -0.85
C -4.5529 0.7684 0.6936 -0.1227 0.1626 0.1604 -0.80
H -3.7659 -0.3547 2.4482 0.1215 -0.0905 -0.0997 0.40
H -2.0752 1.7078 2.7094 0.0624 -0.0858 -0.0494 0.49
H -2.6572 3.4990 0.7988 0.1339 -0.0744 -0.1108 0.46
H -4.6913 2.5451 -0.6469 0.0737 -0.0742 -0.1030 0.51
H -5.3952 0.1720 0.3798 0.0816 -0.0865 -0.0888 0.47
C -2.4564 -3.0064 0.1812 -0.1731 -0.1517 -0.1879 -1.12
O -1.8421 -1.7915 0.3881 0.0937 0.8783 -0.0329 -0.35
H -1.7221 -3.8343 0.0924 -0.0269 0.0579 0.0169 0.27
H -3.0639 -3.0365 -0.7415 0.0349 0.0093 0.0509 0.27
H -3.1295 -3.2863 1.0157 0.0164 0.0344 -0.0639 0.21
C 2.8160 -0.7414 1.6226 -0.0814 0.0147 -0.0353 -1.76
C 1.3411 -1.1038 1.5045 -0.3669 0.2739 -0.1773 1.79
C 0.5850 -0.7361 2.7799 -0.0789 0.0022 -0.0201 -1.62
C 1.1615 -2.5965 1.2519 -0.0758 0.0109 -0.1016 -1.71
Sb 0.2758 0.0160 -0.1215 1.3788 0.0594 -0.4827 3.22
C 1.0642 -0.9866 -1.9801 0.0083 0.1342 0.4041 1.64
C 0.8899 -0.0313 -3.1574 -0.0633 0.0287 0.1244 -1.75
C 0.1822 -2.2175 -2.1773 -0.0503 0.0555 0.0702 -1.49
C 2.5332 -1.3877 -1.8913 -0.0395 0.0066 0.0564 -1.60
C 1.2710 2.0470 -0.1549 -0.0500 -0.3771 0.0120 1.49
C 2.7703 2.0854 -0.4214 -0.0650 -0.0145 0.0226 -1.54
C 0.5265 2.8381 -1.2314 -0.0094 -0.0948 0.0527 -1.71
C 0.9600 2.6686 1.2052 -0.0255 -0.0945 -0.0069 -1.62
H 3.3074 -1.4367 2.3155 -0.0016 0.0032 0.0304 0.52
H 2.9476 0.2667 2.0206 0.0207 -0.0057 -0.0272 0.28
H 3.3310 -0.8041 0.6628 0.0527 -0.0080 0.0811 0.26
H 0.9937 -1.2887 3.6358 0.0355 -0.0127 -0.0019 0.49
H -0.4717 -0.9954 2.6751 0.0071 0.0100 0.0234 0.20
H 0.6557 0.3312 3.0041 -0.0142 -0.0302 0.0252 0.29
H 1.4956 -3.1586 2.1336 0.0259 0.0254 0.0273 0.57
H 1.7486 -2.9415 0.3993 -0.0392 -0.0392 0.0662 0.30
H 0.1072 -2.8192 1.0709 0.0608 -0.0271 0.0155 0.06
H -0.0964 0.4355 -3.1553 -0.0410 0.0175 -0.0547 0.09
H 0.9861 -0.5899 -4.0959 0.0393 -0.0203 -0.0078 0.53
H 1.6555 0.7490 -3.1537 -0.0388 0.0040 -0.0059 0.29
H -0.8737 -1.9445 -2.1578 -0.0354 -0.0392 -0.0376 -0.03
H 0.3439 -2.9599 -1.3937 -0.0220 -0.0062 -0.0379 0.26
H 0.3965 -2.6817 -3.1482 0.0800 0.0089 -0.0082 0.54
H 3.1766 -0.5211 -1.7230 0.0366 -0.0737 -0.0190 0.18
H 2.8368 -1.8491 -2.8399 0.0148 -0.0114 -0.0122 0.52
H 2.7189 -2.1133 -1.0985 0.0325 0.0353 -0.0764 0.25
H 3.0335 1.5509 -1.3362 0.0217 0.0748 0.0010 0.17
H 3.3339 1.6510 0.4046 0.0488 -0.0047 -0.0631 0.22
H 3.1013 3.1269 -0.5359 0.0100 0.0099 -0.0018 0.51
H 0.8580 2.5621 -2.2325 -0.0686 0.0193 -0.0051 0.26
H 0.7041 3.9133 -1.1011 0.0560 0.0105 0.0152 0.51
H -0.5540 2.6725 -1.1751 0.0001 0.0661 -0.0521 0.10
H 1.4476 2.1320 2.0237 0.0032 0.0431 -0.0180 0.24
H -0.1175 2.6675 1.3903 0.0073 0.0191 0.0524 0.11
H 1.3062 3.7099 1.2361 0.0068 0.0131 -0.0255 0.52
Te -3.2118 0.1546 -2.7596 0.0128 -0.0120 -0.5614 -0.65
```
Positions in Å, forces in eV/Å.

Properties
orbital gap (alpha / beta)	5.616 / 6.408	eV
total charge	-1
2S+1	6
lowest unoccupied orbital energy (alpha / beta)	0.1021 / 0.0923	Ha
M	617.91	g/mol